Density functional theory data (ωB97M-V/def2-TZVPD) for a molecular structure, C57H56BrN7O6Ru in a non-equilibrium geometry.

Positions of all 128 atoms, in Å:
Ru: 1.17 0.64 0.18
C: 2.43 5.71 -2.57
C: 2.98 4.44 -2.01
C: 4.23 3.96 -2.37
C: 4.68 2.76 -1.86
C: 3.84 2.08 -0.99
Br: 4.35 0.40 -0.27
N: 2.67 2.54 -0.59
C: 2.24 3.69 -1.10
H: 3.23 6.39 -2.87
H: 1.79 6.22 -1.85
H: 1.83 5.49 -3.45
H: 4.85 4.53 -3.05
H: 5.64 2.36 -2.12
H: 1.27 4.03 -0.76
C: -2.06 -5.49 -1.38
C: -0.77 -4.78 -0.96
C: 0.32 -5.84 -0.75
O: -0.42 -3.83 -1.95
C: -0.09 -2.60 -1.37
C: -0.38 -2.77 0.13
O: -0.97 -4.05 0.23
C: -1.28 -1.70 0.86
O: -0.67 -0.49 0.95
C: -2.67 -1.54 0.23
C: -3.24 -0.28 0.15
C: -4.51 -0.09 -0.37
C: -5.23 -1.18 -0.84
C: -4.69 -2.45 -0.73
C: -3.43 -2.63 -0.17
C: -1.46 -2.22 2.31
C: -2.71 -2.29 2.93
C: -2.82 -2.68 4.25
C: -1.70 -3.02 4.99
C: -0.46 -2.96 4.38
C: -0.34 -2.55 3.07
C: 1.41 -2.16 -1.64
O: 1.64 -1.05 -0.92
C: 2.39 -3.28 -1.24
C: 3.06 -3.20 -0.03
C: 3.96 -4.18 0.34
C: 4.21 -5.24 -0.50
C: 3.56 -5.32 -1.72
C: 2.66 -4.34 -2.10
C: 1.68 -1.89 -3.13
C: 0.86 -2.31 -4.16
C: 1.24 -2.11 -5.48
C: 2.44 -1.48 -5.78
C: 3.26 -1.05 -4.75
C: 2.88 -1.26 -3.43
H: -1.83 -6.21 -2.16
H: -2.78 -4.77 -1.77
H: -2.48 -6.00 -0.52
H: 0.65 -6.21 -1.72
H: -0.09 -6.65 -0.16
H: 1.17 -5.42 -0.22
H: -0.72 -1.80 -1.80
H: 0.58 -2.76 0.66
H: -2.68 0.56 0.54
H: -4.94 0.90 -0.41
H: -6.22 -1.04 -1.26
H: -5.26 -3.31 -1.03
H: -3.06 -3.62 -0.01
H: -3.61 -2.06 2.38
H: -3.80 -2.71 4.71
H: -1.79 -3.32 6.02
H: 0.42 -3.22 4.95
H: 0.64 -2.48 2.63
H: 2.88 -2.35 0.63
H: 4.47 -4.10 1.29
H: 4.92 -6.01 -0.22
H: 3.75 -6.15 -2.39
H: 2.15 -4.41 -3.05
H: -0.06 -2.83 -3.94
H: 0.60 -2.46 -6.27
H: 2.74 -1.34 -6.80
H: 4.20 -0.56 -4.96
H: 3.54 -0.96 -2.63
N: -6.74 7.58 3.64
C: -5.79 6.98 3.41
C: -4.61 6.24 3.13
C: -4.63 5.22 2.19
C: -3.48 4.52 1.90
C: -2.29 4.83 2.57
C: -2.28 5.83 3.53
C: -3.43 6.55 3.80
N: -1.11 4.14 2.24
C: 0.17 4.61 2.39
C: 1.00 3.66 1.88
N: 0.25 2.62 1.41
C: -0.99 2.93 1.65
H: -5.55 4.98 1.67
H: -3.50 3.75 1.15
H: -1.37 6.06 4.06
H: -3.42 7.34 4.54
H: 0.40 5.57 2.81
H: 2.07 3.66 1.82
H: -1.83 2.28 1.45
C: 0.70 1.39 -5.02
N: -0.43 1.40 -4.11
C: -1.75 1.48 -4.69
C: -0.23 1.40 -2.79
C: -1.45 1.44 -1.91
O: 0.90 1.39 -2.29
H: 0.63 0.55 -5.71
H: 1.61 1.28 -4.43
H: 0.75 2.33 -5.59
H: -1.67 1.46 -5.77
H: -2.25 2.40 -4.39
H: -2.37 0.63 -4.38
H: -2.16 0.65 -2.15
H: -1.96 2.40 -2.00
H: -1.09 1.29 -0.88
N: -1.06 0.13 5.19
C: 0.19 0.26 5.70
O: 0.42 0.24 6.88
C: 1.28 0.52 4.70
C: 2.51 0.96 5.19
C: 3.51 1.27 4.29
C: 3.26 1.14 2.93
N: 2.11 0.67 2.46
C: 1.14 0.37 3.32
H: -1.80 -0.12 5.84
H: -1.24 -0.02 4.22
H: 2.65 1.03 6.25
H: 4.48 1.62 4.62
H: 4.02 1.40 2.21
H: 0.23 0.00 2.88

Results
- E_tot: -5709.06162 hartree
- Net charge: +1
- Energy relative to the best compared isomer or geometry (same formula, charge and spin): 1.856 eV
- Spin multiplicity: 2
- Strongest force on any atom: 4.36 eV Å⁻¹
- Orbital gap (alpha / beta): 0.2479 / 0.2310 hartree

Mulliken population analysis, charges in e, atoms 1 to 99: number 1, Ru, carries 1.0852; number 2, C, carries -1.4910; number 3, C, carries 0.2627; number 4, C, carries -0.5089; number 5, C, carries -0.8900; number 6, C, carries -0.0059; number 7, Br, carries -0.0545; number 8, N, carries 0.7642; number 9, C, carries -0.6937; number 10, H, carries 0.4267; number 11, H, carries 0.3855; number 12, H, carries 0.2821; number 13, H, carries 0.4747; number 14, H, carries 0.5360; number 15, H, carries 0.4462; number 16, C, carries -1.9970; number 17, C, carries 1.4638; number 18, C, carries -1.7653; number 19, O, carries -0.3364; number 20, C, carries -0.6912; number 21, C, carries -0.4226; number 22, O, carries -0.3677; number 23, C, carries 1.7341; number 24, O, carries 0.8375; number 25, C, carries 0.0393; number 26, C, carries 0.0444; number 27, C, carries -0.4925; number 28, C, carries -0.9969; number 29, C, carries -1.2382; number 30, C, carries -0.4307; number 31, C, carries 0.0994; number 32, C, carries -0.3585; number 33, C, carries -1.2072; number 34, C, carries -0.7998; number 35, C, carries -1.0576; number 36, C, carries 0.2045; number 37, C, carries 0.4253; number 38, O, carries 1.4080; number 39, C, carries 0.4535; number 40, C, carries 0.1205; number 41, C, carries -0.9132; number 42, C, carries -0.9139; number 43, C, carries -0.6538; number 44, C, carries -0.4506; number 45, C, carries 0.1871; number 46, C, carries -0.1608; number 47, C, carries -0.9425; number 48, C, carries -0.8476; number 49, C, carries -0.6700; number 50, C, carries -0.1507; number 51, H, carries 0.4785; number 52, H, carries 0.4702; number 53, H, carries 0.3529; number 54, H, carries 0.3411; number 55, H, carries 0.5545; number 56, H, carries 0.2405; number 57, H, carries 0.3518; number 58, H, carries -0.1012; number 59, H, carries -0.3107; number 60, H, carries 0.5084; number 61, H, carries 0.4370; number 62, H, carries 0.5240; number 63, H, carries 1.2051; number 64, H, carries 0.4425; number 65, H, carries 0.4485; number 66, H, carries 0.4496; number 67, H, carries 0.4847; number 68, H, carries 0.4000; number 69, H, carries -0.0809; number 70, H, carries 0.4992; number 71, H, carries 0.4213; number 72, H, carries 0.4726; number 73, H, carries 0.5657; number 74, H, carries 0.4731; number 75, H, carries 0.4625; number 76, H, carries 0.3949; number 77, H, carries 0.4469; number 78, H, carries 0.4230; number 79, N, carries -0.4604; number 80, C, carries -0.0025; number 81, C, carries 0.5003; number 82, C, carries -1.0437; number 83, C, carries -0.3379; number 84, C, carries 1.1761; number 85, C, carries -0.6203; number 86, C, carries -0.9753; number 87, N, carries 0.4415; number 88, C, carries -0.6945; number 89, C, carries -1.7986; number 90, N, carries 1.7619; number 91, C, carries -1.0729; number 92, H, carries 0.4589; number 93, H, carries 0.5428; number 94, H, carries 0.4177; number 95, H, carries 0.4719; number 96, H, carries 0.4885; number 97, H, carries 0.7142; number 98, H, carries -0.0646; number 99, C, carries -1.0569

Density functional theory data (ωB97M-V/def2-TZVPD) for a molecular structure, H2InO2 in a non-equilibrium geometry.

Positions of all 5 atoms, in Å:
In: 6.97 -32.88 -31.64
O: 8.33 -30.36 -31.93
H: 8.40 -29.89 -31.08
O: 7.36 -34.75 -33.72
H: 7.69 -34.27 -34.51

Results
- E_tot: -341.25968 hartree
- Net charge: +1
- Energy relative to the best compared isomer or geometry (same formula, charge and spin): 0.591 eV
- Spin multiplicity: 1
- Strongest force on any atom: 2.71 eV Å⁻¹
- Orbital gap: 0.1693 hartree

List of Mulliken charges in e, atom by atom: number 1, In, carries 1.2015; number 2, O, carries -0.4494; number 3, H, carries 0.3505; number 4, O, carries -0.4573; number 5, H, carries 0.3547

Density functional theory data (ωB97M-V/def2-TZVPD) for a molecular structure, C36H53CrN4OP2 in a non-equilibrium geometry.

Positions of all 97 atoms, in Å:
C: -0.03 -1.41 -2.50
C: -1.08 0.68 -2.83
C: -0.43 -1.85 -3.76
C: -1.38 0.31 -4.16
C: -1.08 -0.96 -4.61
H: -0.18 -2.87 -4.06
H: -1.88 1.05 -4.78
H: -1.33 -1.27 -5.62
N: -0.35 -0.19 -2.03
P: 2.05 -1.24 -0.72
P: -1.54 2.05 -0.49
C: 0.84 -2.30 -1.62
H: 0.23 -2.85 -0.89
H: 1.36 -3.05 -2.22
C: -1.55 1.87 -2.24
H: -2.03 2.60 -2.90
C: -3.26 1.43 0.09
C: -1.39 3.92 -0.15
C: 2.74 -2.29 0.71
C: 3.33 -0.94 -2.10
C: -3.17 1.12 1.59
H: -3.08 2.04 2.19
H: -4.08 0.60 1.91
H: -2.31 0.48 1.83
C: -4.37 2.46 -0.17
H: -4.28 3.36 0.44
H: -4.43 2.73 -1.23
H: -5.33 1.99 0.10
C: -3.64 0.16 -0.70
H: -4.50 -0.32 -0.22
H: -3.92 0.41 -1.73
H: -2.83 -0.57 -0.73
C: -1.69 4.18 1.34
H: -1.08 3.53 1.99
H: -1.43 5.22 1.56
H: -2.75 4.04 1.59
C: 0.05 4.38 -0.42
H: 0.77 3.99 0.31
H: 0.39 4.12 -1.43
H: 0.07 5.47 -0.34
C: -2.29 4.73 -1.08
H: -3.35 4.53 -0.96
H: -2.13 5.80 -0.85
H: -2.02 4.57 -2.13
C: 4.54 -0.24 -1.45
H: 5.22 0.08 -2.25
H: 4.24 0.66 -0.89
H: 5.10 -0.91 -0.79
C: 2.75 -0.05 -3.22
H: 1.99 -0.59 -3.80
H: 2.34 0.89 -2.86
H: 3.58 0.19 -3.90
C: 3.78 -2.23 -2.82
H: 4.53 -1.94 -3.57
H: 4.24 -2.96 -2.15
H: 2.95 -2.70 -3.36
C: 1.59 -2.87 1.54
H: 0.94 -3.53 0.96
H: 2.02 -3.47 2.36
H: 0.98 -2.09 2.00
C: 3.57 -1.37 1.61
H: 2.97 -0.53 1.99
H: 3.92 -1.95 2.48
H: 4.46 -0.97 1.11
C: 3.59 -3.45 0.18
H: 3.04 -4.07 -0.54
H: 4.54 -3.12 -0.25
H: 3.85 -4.10 1.04
Cr: 0.33 0.48 -0.17
C: 1.56 1.69 -0.80
O: 2.40 2.46 -1.16
N: -0.82 -0.99 0.63
C: -1.56 -1.89 0.85
C: -2.43 -2.91 1.25
C: -2.30 -3.51 2.53
C: -3.46 -3.35 0.39
C: -3.17 -4.53 2.92
H: -1.51 -3.16 3.20
C: -4.33 -4.36 0.80
H: -3.56 -2.89 -0.60
C: -4.18 -4.95 2.05
H: -3.05 -4.99 3.90
H: -5.13 -4.68 0.13
H: -4.86 -5.75 2.36
N: 2.53 3.29 1.65
C: 2.07 2.29 2.49
C: 2.44 2.38 3.85
C: 1.92 1.47 4.77
C: 1.02 0.51 4.29
C: 0.69 0.50 2.94
N: 1.23 1.33 2.01
H: 2.83 3.02 0.72
H: 3.19 3.91 2.12
H: 3.14 3.17 4.13
H: 2.19 1.51 5.82
H: 0.56 -0.22 4.94
H: -0.08 -0.18 2.57

Results
- E_tot: -3424.82184 hartree
- Net charge: +1
- Spin multiplicity: 5
- Strongest force on any atom: 8.57 eV Å⁻¹
- Orbital gap (alpha / beta): 0.2075 / 0.1844 hartree

List of Mulliken charges in e, atom by atom: number 1, C, carries -0.0538; number 2, C, carries 0.0148; number 3, C, carries -0.8500; number 4, C, carries -1.1813; number 5, C, carries -0.8941; number 6, H, carries 0.4947; number 7, H, carries 0.5096; number 8, H, carries 0.4191; number 9, N, carries 1.6622; number 10, P, carries 2.1172; number 11, P, carries 1.8299; number 12, C, carries -1.9629; number 13, H, carries 0.5803; number 14, H, carries 0.7742; number 15, C, carries -1.6843; number 16, H, carries 0.1794; number 17, C, carries 2.2190; number 18, C, carries 2.1700; number 19, C, carries 1.7887; number 20, C, carries 2.0241; number 21, C, carries -1.5226; number 22, H, carries 0.2756; number 23, H, carries 0.5063; number 24, H, carries 0.0228; number 25, C, carries -2.0141; number 26, H, carries 0.3631; number 27, H, carries 0.3729; number 28, H, carries 0.5110; number 29, C, carries -0.9979; number 30, H, carries 0.6525; number 31, H, carries 0.3378; number 32, H, carries -0.4938; number 33, C, carries -1.7055; number 34, H, carries 0.1377; number 35, H, carries 0.5392; number 36, H, carries 0.2654; number 37, C, carries -1.8052; number 38, H, carries 0.2325; number 39, H, carries 0.2627; number 40, H, carries 0.6435; number 41, C, carries -1.7974; number 42, H, carries 0.2800; number 43, H, carries 0.5534; number 44, H, carries 0.3445; number 45, C, carries -1.8547; number 46, H, carries 0.5447; number 47, H, carries 0.1853; number 48, H, carries 0.3173; number 49, C, carries -1.5641; number 50, H, carries 0.3536; number 51, H, carries 0.0761; number 52, H, carries 0.6279; number 53, C, carries -1.7312; number 54, H, carries 0.5207; number 55, H, carries 0.2849; number 56, H, carries 0.3389; number 57, C, carries -1.4563; number 58, H, carries 0.2998; number 59, H, carries 0.6813; number 60, H, carries -0.1276; number 61, C, carries -1.6122; number 62, H, carries 0.2497; number 63, H, carries 0.4968; number 64, H, carries 0.2484; number 65, C, carries -1.9983; number 66, H, carries 0.3252; number 67, H, carries 0.3193; number 68, H, carries 0.5530; number 69, Cr, carries -0.7639; number 70, C, carries 0.1664; number 71, O, carries -0.4134; number 72, N, carries 0.3038; number 73, C, carries 1.3843; number 74, C, carries -0.6031; number 75, C, carries -0.3546; number 76, C, carries -0.1916; number 77, C, carries -0.8265; number 78, H, carries 0.4544; number 79, C, carries -0.8611; number 80, H, carries 0.4504; number 81, C, carries -0.3798; number 82, H, carries 0.4101; number 83, H, carries 0.4097; number 84, H, carries 0.4119; number 85, N, carries -0.2637; number 86, C, carries 0.2054; number 87, C, carries -0.8416; number 88, C, carries -0.7979; number 89, C, carries -0.9634; number 90, C, carries -0.2510; number 91, N, carries 0.6004; number 92, H, carries 0.0918; number 93, H, carries 0.2500; number 94, H, carries 0.3322; number 95, H, carries 0.4253; number 96, H, carries 0.5062; number 97, H, carries -0.0905